19
Properties=species:S:1:pos:R:3:forces:R:3:nbo_charge:R:1 method="wB97M-V/def2-TZVPD" multiplicity=1 e_above_lowest_kcal_mol=35.8 smiles=CCO[C@H]1C[C@H]1C homo_lumo_gap_ev=10.58 homo_energy_ev=-9.450
C -2.033 1.077 1.331 0.0 0.0 0.0 -0.6368
C -1.476 -0.070 0.495 -0.2 0.1 -0.1 -0.0646
O -0.272 -0.629 1.011 0.1 0.0 0.0 -0.5234
C 0.827 0.130 0.617 0.1 0.2 0.0 0.0825
C 2.112 -0.526 0.231 0.1 -0.1 0.1 -0.4322
C 1.247 0.123 -0.829 0.1 0.1 -0.1 -0.2601
C 0.604 -0.834 -1.812 0.0 0.0 0.0 -0.6177
H -1.275 1.852 1.504 -0.1 -0.2 0.0 0.2066
H -2.403 0.724 2.298 0.1 0.1 -0.1 0.2110
H -2.863 1.546 0.789 0.1 -0.1 0.1 0.2112
H -1.279 0.295 -0.520 -0.1 -0.1 0.1 0.1687
H -2.195 -0.895 0.426 0.1 0.2 0.1 0.1850
H 0.933 1.079 1.148 -0.1 -0.1 -0.1 0.1775
H 2.132 -1.611 0.185 -0.1 0.1 0.1 0.2216
H 3.045 -0.070 0.555 -0.2 0.0 -0.1 0.2175
H 1.551 1.085 -1.238 0.1 -0.2 0.1 0.2129
H -0.209 -0.381 -2.390 0.2 0.0 0.1 0.2068
H 1.360 -1.194 -2.519 -0.1 0.0 0.1 0.2135
H 0.196 -1.701 -1.281 0.1 0.1 -0.1 0.2200


19
Properties=species:S:1:pos:R:3:forces:R:3:nbo_charge:R:1 method="wB97M-V/def2-TZVPD" multiplicity=1 e_above_lowest_kcal_mol=8.8 smiles=C[C@H]1CO[C@@H](C)C1 homo_lumo_gap_ev=10.73 homo_energy_ev=-9.611
C -2.116 0.691 -0.119 0.0 0.0 0.0 -0.5980
C -1.123 -0.349 0.381 -0.2 0.0 0.0 -0.2488
C -0.652 -1.303 -0.737 -0.2 -0.1 0.1 -0.0631
O 0.654 -0.895 -1.081 0.1 0.1 -0.1 -0.5306
C 1.281 -0.352 0.075 0.2 0.1 0.2 0.0943
C 2.342 0.622 -0.388 0.1 0.0 0.0 -0.6132
C 0.169 0.313 0.892 0.0 0.0 0.0 -0.4230
H -3.068 0.238 -0.414 0.1 0.1 0.0 0.2073
H -1.690 1.207 -0.988 -0.1 0.0 0.1 0.2056
H -2.304 1.431 0.666 -0.1 0.0 -0.1 0.2069
H -1.570 -0.930 1.192 -0.1 0.0 -0.1 0.2018
H -0.673 -2.351 -0.392 0.1 0.2 0.0 0.1614
H -1.265 -1.239 -1.647 0.1 0.0 0.3 0.1864
H 1.717 -1.168 0.676 0.0 0.0 -0.2 0.1587
H 3.077 0.142 -1.040 -0.1 0.0 0.1 0.2187
H 2.857 1.062 0.471 0.0 -0.1 -0.1 0.2083
H 1.854 1.425 -0.952 0.1 -0.1 0.1 0.2085
H 0.153 1.403 0.721 0.0 -0.4 0.0 0.2033
H 0.295 0.143 1.965 0.1 0.1 -0.1 0.2156


19
Properties=species:S:1:pos:R:3:forces:R:3:nbo_charge:R:1 method="wB97M-V/def2-TZVPD" multiplicity=1 e_above_lowest_kcal_mol=103.2 homo_lumo_gap_ev=8.94 homo_energy_ev=-8.088
C 2.169 0.541 -0.496 -0.6 0.6 0.0 -0.6833
C 0.900 -0.349 0.799 0.7 1.6 -1.5 -0.3929
C -0.469 -0.449 0.193 0.5 -0.1 -0.1 -0.1304
C -0.681 -1.500 -0.875 0.0 0.0 -0.1 -0.5934
C -1.650 -0.160 1.117 0.1 -0.2 0.1 -0.4191
C -1.276 0.833 0.075 -0.2 -0.2 -0.2 0.0782
O -0.744 2.033 0.545 0.1 0.1 -0.1 -0.7009
H 2.404 1.476 0.000 -0.1 0.2 -0.2 0.2122
H 1.586 0.632 -1.409 0.0 0.3 0.0 0.2047
H 3.139 0.040 -0.757 -1.0 -0.1 0.6 0.2154
H 0.917 0.346 1.636 0.6 -0.3 -0.1 0.2147
H 1.837 -0.705 0.350 -0.4 -2.3 1.4 0.2756
H 0.037 -1.366 -1.693 -0.1 0.0 0.1 0.2047
H -0.546 -2.507 -0.467 0.0 0.1 0.0 0.2162
H -1.689 -1.438 -1.304 0.2 0.0 0.1 0.2079
H -1.448 0.123 2.147 0.1 0.0 -0.2 0.2291
H -2.553 -0.752 0.982 0.2 0.1 0.0 0.2188
H -1.915 0.924 -0.803 0.0 0.0 0.1 0.1709
H -0.017 2.279 -0.039 0.0 0.0 0.1 0.4716


19
Properties=species:S:1:pos:R:3:forces:R:3:nbo_charge:R:1 method="wB97M-V/def2-TZVPD" multiplicity=1 e_above_lowest_kcal_mol=37.4 smiles=COCC1(C)CC1 homo_lumo_gap_ev=10.74 homo_energy_ev=-9.691
C -1.396 -2.221 0.945 -0.2 -0.3 0.0 -0.2429
O -0.404 -1.232 0.951 0.0 0.0 0.1 -0.5441
C -0.820 0.005 0.409 0.0 0.2 -0.2 -0.0506
C 0.394 0.698 -0.178 -0.1 0.1 0.1 -0.0903
C 1.170 1.596 0.770 0.0 0.0 0.0 -0.5964
C 1.131 -0.118 -1.197 0.2 -0.1 -0.1 -0.4027
C 0.351 1.088 -1.636 -0.1 0.2 -0.1 -0.4140
H -1.879 -2.301 -0.042 0.1 0.0 0.1 0.1600
H -2.180 -2.045 1.697 0.1 0.0 -0.1 0.1633
H -0.908 -3.173 1.165 -0.1 0.1 0.0 0.1923
H -1.577 -0.165 -0.376 0.2 0.0 0.1 0.1655
H -1.295 0.625 1.188 0.1 -0.1 -0.1 0.1745
H 1.282 1.125 1.753 0.0 0.0 -0.2 0.2163
H 0.663 2.560 0.913 0.0 -0.2 0.0 0.2059
H 2.173 1.810 0.384 -0.2 -0.1 0.0 0.2092
H 0.740 -1.105 -1.425 0.0 0.2 0.0 0.2173
H 2.215 -0.065 -1.205 -0.1 0.1 0.0 0.2134
H -0.573 0.943 -2.193 0.2 0.0 0.1 0.2111
H 0.912 1.975 -1.922 -0.1 -0.2 0.0 0.2123


19
Properties=species:S:1:pos:R:3:forces:R:3:nbo_charge:R:1 method="wB97M-V/def2-TZVPD" multiplicity=1 e_above_lowest_kcal_mol=56.8 smiles="C=CCCOCC" homo_lumo_gap_ev=9.76 homo_energy_ev=-8.679
C 1.745 0.458 1.059 0.7 -0.1 0.5 -0.3268
C 1.318 -0.585 1.764 0.1 0.3 0.0 -0.2313
C 0.750 -1.728 0.986 0.0 0.2 -0.1 -0.4690
C -0.526 -1.069 0.322 -0.2 0.2 -0.2 -0.0625
O -0.414 0.352 0.152 -0.5 -0.4 0.0 -0.5572
C -0.269 0.957 -1.123 -0.2 -0.1 -0.2 -0.0585
C -1.657 1.313 -1.616 -0.1 0.0 -0.1 -0.6271
H 2.007 0.344 0.006 0.0 0.0 0.3 0.1757
H 1.744 1.474 1.437 0.4 -0.1 0.2 0.1987
H 0.930 -0.441 2.772 0.3 0.0 0.0 0.1966
H 1.443 -2.121 0.230 -0.1 0.3 0.1 0.2096
H 0.474 -2.581 1.626 -0.1 0.3 -0.3 0.2147
H -0.762 -1.523 -0.643 0.0 -0.2 0.1 0.1784
H -1.364 -1.219 1.014 0.1 0.0 -0.3 0.1846
H 0.336 1.876 -1.010 -0.2 -0.4 0.2 0.1830
H 0.280 0.317 -1.833 -0.2 -0.1 0.2 0.1661
H -1.662 1.790 -2.601 0.1 -0.1 0.1 0.2066
H -2.253 0.397 -1.652 -0.1 0.2 -0.1 0.2047
H -2.119 1.990 -0.889 0.0 -0.1 -0.2 0.2135


19
Properties=species:S:1:pos:R:3:forces:R:3:nbo_charge:R:1 method="wB97M-V/def2-TZVPD" multiplicity=1 e_above_lowest_kcal_mol=41.6 smiles="C=C(C)O.C=CC" homo_lumo_gap_ev=9.60 homo_energy_ev=-8.676
C 0.723 1.520 -0.463 -0.2 0.2 0.0 -0.5145
C -0.563 1.301 -0.208 0.2 0.3 -0.3 0.3310
C -1.597 0.938 -1.237 0.0 0.0 0.0 -0.6760
O -1.036 1.505 1.063 -0.1 -0.1 0.1 -0.6926
H 1.123 1.417 -1.465 -0.1 0.0 0.1 0.2034
H 1.397 1.813 0.334 -0.1 0.0 -0.1 0.2088
H -2.288 0.166 -0.871 0.2 0.1 0.0 0.2089
H -1.132 0.561 -2.151 0.0 0.1 0.1 0.2266
H -2.198 1.819 -1.489 0.1 -0.1 0.1 0.2278
H -1.781 0.910 1.215 0.1 0.1 0.0 0.4738
C -0.512 -1.645 0.364 0.1 -0.1 0.1 -0.4398
C 0.557 -1.288 1.068 -0.2 -0.1 -0.1 -0.1406
C 1.924 -1.091 0.495 0.1 -0.2 0.0 -0.6517
H -1.479 -1.804 0.833 0.1 -0.1 0.0 0.1924
H -0.464 -1.770 -0.716 0.0 0.0 0.2 0.1908
H 0.471 -1.154 2.145 -0.1 0.0 -0.1 0.1960
H 2.501 -1.982 0.754 0.2 0.0 -0.1 0.2200
H 1.905 -0.989 -0.595 0.0 -0.1 0.2 0.2161
H 2.447 -0.229 0.924 -0.2 -0.2 -0.1 0.2195